# 1
44
Properties=species:S:1:pos:R:3:forces:R:3:nbo_charge:R:1 method="wB97M-V/def2-TZVPD" relative_energy_ev=0.029 charge=0 gap_ev="7.40 / 7.92" e_homo_ev="-7.310 / -8.098" spin_multiplicity=5 e_lumo_ev="0.1 / -0.2"
Cr 0.040183 0.343100 -0.483353 0.9 -1.9 0.2 1.132
N 2.275408 0.281720 -0.282497 0.2 0.1 0.1 -0.853
C 2.682549 0.661905 1.084660 -0.1 -0.1 0.2 -0.220
C 1.796618 -0.043230 2.102903 0.1 0.1 -0.1 -0.235
N 0.399202 0.359840 1.920131 0.1 0.0 -0.1 -0.863
H 2.472912 -0.707085 -0.416012 -0.2 0.0 -0.1 0.406
H 2.842605 0.779107 -0.959822 0.0 0.0 0.0 0.379
H 2.562850 1.743190 1.189679 0.1 0.0 0.0 0.188
H 3.726040 0.409839 1.294426 0.0 0.1 -0.1 0.195
H 2.176152 0.166073 3.107884 0.0 0.0 0.0 0.187
H 1.862045 -1.117135 1.935783 -0.1 -0.1 0.0 0.224
H 0.209258 1.252728 2.358029 0.0 0.0 0.0 0.373
H -0.234253 -0.326583 2.311171 0.0 0.0 0.0 0.397
S -4.023888 2.112083 -0.287221 0.2 -0.1 -0.1 0.377
C -4.297598 0.419150 -0.276701 0.0 0.1 0.1 -0.388
C -3.148896 -0.301362 -0.412897 -0.1 -0.1 -0.1 -0.259
C -1.971125 0.489624 -0.562825 -0.7 0.3 0.1 -0.331
C -2.318467 1.824385 -0.511505 -0.4 -0.2 0.1 -0.332
C -1.303885 2.836086 -0.562297 0.3 -0.1 0.0 0.234
C -1.533227 4.212970 -0.469962 0.0 0.0 0.0 -0.247
C -0.472490 5.089199 -0.487632 0.0 -0.2 0.0 -0.135
C 0.814068 4.571887 -0.633739 0.0 0.2 0.0 -0.294
C 0.968987 3.209423 -0.736787 0.0 -0.1 0.0 0.071
N -0.041271 2.327670 -0.678002 -0.2 1.9 -0.1 -0.514
H -5.304646 0.050468 -0.150675 0.0 0.0 0.0 0.233
H -3.158350 -1.382080 -0.420613 0.0 0.0 0.0 0.229
H -2.554339 4.559785 -0.386282 0.0 0.0 0.0 0.230
H -0.632221 6.155270 -0.397826 0.0 0.0 0.0 0.223
H 1.679265 5.217826 -0.676727 0.0 0.0 0.0 0.226
H 1.959653 2.801087 -0.887321 0.0 -0.1 0.1 0.186
F 2.386189 -3.144003 0.498772 -0.1 -0.1 -0.2 -0.336
C 1.640478 -3.580208 -0.546853 0.1 0.1 0.1 0.953
F 1.710664 -4.913453 -0.547875 -0.1 0.1 0.0 -0.308
F 2.259531 -3.134950 -1.654451 0.0 -0.1 0.1 -0.322
C 0.194224 -2.963909 -0.458121 -0.1 -0.4 0.0 0.055
O 0.305248 -1.650342 -0.384197 0.1 0.3 0.0 -0.865
C -0.614497 -3.425347 -1.722127 0.0 0.0 -0.1 0.958
F -0.603998 -4.759563 -1.897363 0.0 0.2 0.0 -0.320
F -0.101072 -2.867038 -2.824861 0.0 0.0 0.1 -0.313
F -1.897933 -3.043568 -1.648190 0.2 0.0 0.0 -0.316
C -0.520808 -3.519431 0.824376 0.0 0.1 0.2 0.953
F -0.653253 -4.851820 0.854413 0.0 0.1 0.0 -0.314
F -1.743705 -2.981992 0.949434 0.2 -0.1 0.0 -0.315
F 0.165795 -3.161307 1.933056 -0.1 0.0 -0.2 -0.331


# 2
183
Properties=species:S:1:pos:R:3:forces:R:3:lowdin_spin:R:1 method="wB97M-V/def2-TZVPD" charge=+2 gap_ev="7.43 / 2.14" e_homo_ev="-11.666 / -11.666" spin_multiplicity=2 e_lumo_ev="-4.2 / -9.5"
C -32.587840 -21.061269 -9.634028 1.1 -1.0 0.4 0.000
C -31.306535 -21.956811 -9.207983 -0.7 0.6 0.6 0.000
C -31.203015 -22.183714 -7.640177 0.1 -0.7 -1.3 0.000
N -30.186160 -23.297592 -7.229266 -0.4 1.1 1.4 0.000
C -28.762002 -22.904791 -7.650858 -1.1 -0.6 0.1 0.000
C -30.528453 -24.754119 -7.748683 -0.4 2.7 -1.1 0.000
C -30.497828 -25.658836 -6.563010 -0.5 -1.0 0.8 0.000
C -29.873219 -24.862732 -5.379358 0.5 -0.3 -1.2 0.000
C -30.245525 -23.405227 -5.665344 -0.1 0.5 -0.9 0.000
H -33.518673 -21.628411 -9.634662 0.1 -0.3 0.0 0.000
H -32.443462 -20.662507 -10.638137 0.1 -0.1 0.0 0.000
H -32.762993 -20.202519 -8.985971 0.4 0.0 0.2 0.000
H -30.416402 -21.548228 -9.686317 0.1 0.6 0.6 0.000
H -31.289344 -22.945841 -9.665856 -0.8 -0.2 0.0 0.000
H -32.171216 -22.534725 -7.283147 0.0 -0.2 -0.1 0.000
H -30.958876 -21.310350 -7.035419 0.3 0.2 -0.4 0.000
H -28.808465 -22.901891 -8.739872 0.6 -0.2 0.2 0.000
H -28.108325 -23.651168 -7.199517 0.0 -0.2 -0.6 0.000
H -28.415434 -21.940748 -7.278562 -0.7 0.1 0.0 0.000
H -29.888279 -24.762744 -8.630844 0.7 -1.3 0.5 0.000
H -31.509658 -24.762005 -8.223308 -0.3 0.5 0.4 0.000
H -30.078154 -26.617192 -6.868843 1.0 0.2 0.4 0.000
H -31.497525 -26.006464 -6.302511 -0.4 0.6 0.0 0.000
H -28.803213 -24.987097 -5.545875 0.4 0.3 0.1 0.000
H -30.018050 -25.220319 -4.359917 -0.7 0.1 -0.3 0.000
H -29.616333 -22.642478 -5.206612 0.7 -0.3 -0.4 0.000
H -31.212461 -22.985992 -5.387172 -0.6 -1.1 0.0 0.000
C -34.816166 -20.893983 -4.552383 -1.8 -0.8 0.0 0.000
O -35.407816 -19.680172 -4.991681 2.7 0.2 0.4 0.000
C -36.765440 -19.524261 -5.234816 0.1 -0.6 -0.6 0.000
C -37.239180 -20.206337 -6.535104 0.4 1.5 0.2 0.000
N -37.442125 -19.208289 -7.600812 2.4 -0.4 2.2 0.000
C -38.077668 -19.753161 -8.738516 -1.2 -0.8 -1.0 0.000
C -37.475610 -21.102365 -9.382193 -1.2 0.4 1.1 0.000
O -38.317366 -21.710011 -10.367439 1.8 0.1 0.1 0.000
C -38.728744 -20.885931 -11.434816 -1.0 0.0 0.6 0.000
H -33.730615 -20.889426 -4.454177 -0.1 0.8 -0.3 0.000
H -35.088931 -21.726644 -5.200743 0.2 -0.1 -0.4 0.000
H -35.221167 -21.193888 -3.585875 0.0 0.2 0.4 0.000
H -36.812799 -18.436376 -5.283430 -0.7 0.0 -0.1 0.000
H -37.398468 -19.926981 -4.444126 0.2 0.2 0.5 0.000
H -38.192356 -20.632255 -6.221819 -0.1 -1.0 -0.6 0.000
H -36.440912 -20.861893 -6.883135 -0.5 -0.7 0.3 0.000
H -37.987828 -18.519289 -7.103224 -0.4 0.5 -0.9 0.000
H -38.113499 -18.941093 -9.464715 0.0 -0.3 -0.4 0.000
H -39.094600 -19.912518 -8.379952 -0.7 -0.8 -0.9 0.000
H -37.455073 -21.931597 -8.675047 0.1 0.4 0.6 0.000
H -36.432926 -20.945761 -9.658588 0.1 0.2 -0.7 0.000
H -38.000990 -20.336612 -12.032069 0.7 -0.1 0.4 0.000
H -39.380716 -20.203840 -10.889105 -0.5 0.6 -1.1 0.000
H -39.244713 -21.548941 -12.129289 -0.3 0.2 0.1 0.000
C -34.797427 -15.240602 -10.402035 -0.6 1.9 1.2 0.000
O -34.537086 -15.915182 -9.166086 0.5 0.2 -2.0 0.000
C -35.087899 -17.190298 -9.265876 1.9 -1.8 1.3 0.000
C -34.504084 -17.928305 -8.020030 -1.2 1.5 -0.6 0.000
N -33.008386 -17.831236 -7.936217 -2.4 0.0 -0.8 0.000
C -32.592039 -18.322916 -6.651300 1.0 -0.7 -0.1 0.000
C -32.852273 -17.546315 -5.353834 1.6 0.6 -0.3 0.000
O -31.925143 -16.382210 -5.142507 -1.3 -2.0 0.3 0.000
C -31.709624 -15.503657 -6.168092 0.6 1.9 -0.7 0.000
H -35.835852 -14.923582 -10.305699 -0.3 0.1 -0.5 0.000
H -34.672126 -15.720271 -11.372762 0.4 -0.8 0.4 0.000
H -34.214723 -14.319695 -10.380214 0.1 -0.1 -0.1 0.000
H -34.659416 -17.774283 -10.080409 -0.1 0.4 -0.8 0.000
H -36.172789 -17.149380 -9.363019 -0.1 -0.3 0.4 0.000
H -34.955016 -18.920346 -7.995105 0.7 -0.3 0.1 0.000
H -35.012519 -17.362188 -7.239580 0.2 -0.2 0.8 0.000
H -32.768287 -16.871645 -8.140272 0.0 0.1 0.2 0.000
H -31.543196 -18.592898 -6.774390 0.5 0.3 0.5 0.000
H -33.061777 -19.306475 -6.658489 -0.3 -0.1 0.9 0.000
H -32.553556 -18.110062 -4.470055 -0.3 -0.5 -0.2 0.000
H -33.924989 -17.363219 -5.291843 0.1 0.8 0.2 0.000
H -30.942320 -15.725860 -6.909688 -0.3 -1.3 -0.7 0.000
H -31.154788 -14.640811 -5.799665 -0.5 0.3 0.9 0.000
H -32.607022 -15.104034 -6.640407 -0.2 -0.2 -0.2 0.000
C -26.437641 -24.855521 1.186096 -1.6 -1.7 0.4 0.000
O -25.854799 -24.706021 -0.081801 1.9 1.7 -0.9 0.002
C -24.807846 -23.724884 -0.158028 -1.1 0.8 2.5 0.003
C -24.385088 -23.433041 -1.532249 -0.5 0.5 0.3 0.062
N -25.590696 -23.113486 -2.354426 2.1 -2.7 1.2 0.649
C -25.362093 -23.231273 -3.714940 0.0 2.8 -2.0 0.096
C -26.573560 -23.247342 -4.576672 -2.6 0.1 -1.4 0.012
O -27.250517 -22.029401 -5.112279 1.3 -1.8 1.0 0.038
C -27.711736 -21.121099 -4.121265 0.9 0.0 0.7 0.011
H -26.684170 -25.915663 1.127532 -0.3 -0.1 0.7 0.000
H -27.384673 -24.327415 1.297144 0.1 0.4 -0.3 0.000
H -25.923546 -24.705051 2.135397 1.0 0.3 -0.6 0.000
H -23.976787 -23.981453 0.498948 0.3 -0.4 -0.3 -0.001
H -25.125732 -22.763414 0.245246 -0.6 0.1 0.4 0.001
H -23.986674 -24.392625 -1.861736 0.3 0.2 -1.1 0.031
H -23.681238 -22.600778 -1.538211 0.2 -0.3 -0.3 0.006
H -26.257280 -23.823772 -2.087503 -1.8 0.2 0.9 0.018
H -25.022932 -24.258480 -3.848795 0.7 -0.2 -0.1 0.056
H -24.670469 -22.448211 -4.025707 0.6 -0.5 -0.2 0.006
H -27.255375 -23.911557 -4.045603 -0.8 0.4 0.3 0.001
H -26.357644 -23.910916 -5.414011 0.2 0.7 -0.6 0.001
H -28.536429 -21.469668 -3.499582 -0.2 -0.4 -0.2 0.000
H -27.968255 -20.141737 -4.525169 0.0 -0.3 -0.6 0.001
H -26.868371 -20.936426 -3.455890 0.1 0.3 0.5 0.006
C -27.057896 -33.813927 -8.066424 -1.0 0.2 -0.9 0.000
O -28.159760 -33.373667 -8.879944 0.2 1.7 -0.7 0.000
C -28.007860 -31.945949 -9.244446 0.3 -1.5 -0.7 0.000
C -29.061983 -31.491615 -10.248716 -0.7 -1.2 1.6 0.000
N -28.990304 -30.049130 -10.442672 0.5 -0.5 0.2 0.000
C -30.044420 -29.519068 -11.242969 -2.3 1.1 -0.9 0.000
C -31.414444 -29.367663 -10.463963 0.9 -1.0 -1.2 0.000
O -31.282920 -28.296112 -9.589181 -0.5 0.3 1.3 0.000
C -32.507560 -27.926047 -8.945139 1.9 1.8 0.2 0.000
H -27.123514 -33.280633 -7.118067 0.4 -0.1 0.2 0.000
H -26.127692 -33.641326 -8.607747 0.2 0.1 0.3 0.000
H -27.180580 -34.889761 -7.941435 -0.1 0.1 0.2 0.000
H -27.052070 -31.787390 -9.743888 0.5 0.0 0.6 0.000
H -28.161711 -31.351139 -8.344107 0.5 0.2 0.2 0.000
H -29.925550 -31.793465 -9.656070 -1.0 0.1 -0.5 0.000
H -29.098057 -32.116660 -11.140966 0.4 0.5 -0.3 0.000
H -29.147394 -29.659643 -9.524137 0.3 0.3 0.3 0.000
H -30.174240 -30.048641 -12.186795 -0.1 -0.7 0.3 0.000
H -29.846033 -28.526910 -11.648390 0.5 0.3 0.5 0.000
H -31.577201 -30.296245 -9.916833 -0.3 -0.2 0.2 0.000
H -32.300577 -29.148376 -11.059597 0.1 -0.4 -0.7 0.000
H -33.062431 -28.650494 -8.348980 0.2 -0.6 -0.5 0.000
H -33.113272 -27.296926 -9.597375 -0.6 -0.6 -0.5 0.000
H -32.121039 -27.161661 -8.271046 -0.3 -0.1 0.6 0.000
C -28.183348 -26.363076 -13.615331 -0.8 0.8 0.1 0.000
O -29.245715 -26.338773 -12.623269 1.6 1.2 0.6 0.000
C -29.183521 -25.094591 -11.787151 0.4 -1.4 -2.5 0.000
C -27.847409 -24.746995 -11.084014 -0.7 -1.7 1.7 0.000
N -27.756371 -25.701222 -9.942740 0.4 0.7 1.9 0.000
C -26.528583 -25.755736 -9.077941 -1.1 -1.0 -1.2 0.000
C -26.524697 -27.049413 -8.237257 -0.4 0.8 1.1 0.000
O -27.433919 -26.870535 -7.141471 -0.4 3.3 -1.5 0.000
C -27.576836 -27.912124 -6.339333 -0.2 -2.8 2.0 0.000
H -27.260942 -25.916391 -13.244204 0.3 -1.0 0.4 0.000
H -28.354074 -25.687355 -14.453404 -0.8 0.2 -0.2 0.000
H -28.137202 -27.359584 -14.054561 0.4 0.0 0.5 0.000
H -29.991136 -25.268820 -11.076174 0.3 0.2 0.3 0.000
H -29.486550 -24.321719 -12.493514 0.1 0.5 0.2 0.000
H -28.006947 -23.723573 -10.744530 0.0 0.1 0.5 0.000
H -26.856747 -24.734137 -11.538452 -0.4 0.0 -1.1 0.000
H -28.018275 -26.661264 -10.115431 -0.3 0.2 -0.8 0.000
H -26.447671 -24.940609 -8.358829 -0.1 0.3 -0.2 0.000
H -25.681797 -25.735692 -9.763978 0.6 0.0 0.3 0.000
H -25.603738 -27.158899 -7.664586 0.8 -0.3 -0.9 0.000
H -26.849546 -27.972137 -8.718030 0.5 0.0 -0.7 0.000
H -26.664025 -28.453547 -6.090879 0.7 0.0 -0.2 0.000
H -28.240795 -28.682463 -6.731573 -0.4 -0.2 -0.2 0.000
H -27.948069 -27.631565 -5.353653 -0.4 0.4 0.0 0.000
Br -31.248047 -31.367502 -7.090215 0.3 -0.1 0.4 0.000
C -31.245696 -29.908254 -5.775682 -0.4 0.0 -0.6 0.000
C -32.533204 -30.030191 -4.975173 0.4 0.4 0.8 0.000
Br -32.766988 -28.360750 -3.870102 -0.1 -0.4 -0.8 0.000
H -31.224861 -29.062827 -6.463376 -0.3 0.3 0.5 0.000
H -30.330364 -29.889399 -5.184148 -0.2 -0.4 0.0 0.000
H -32.518903 -30.746973 -4.154121 0.3 -0.2 -0.5 0.000
H -33.390864 -30.254987 -5.609194 0.0 0.6 0.1 0.000
Br -28.729638 -24.928706 -1.934521 -0.2 0.7 0.6 0.000
C -29.751848 -23.928429 -0.507916 1.1 -1.3 0.0 0.000
C -31.197069 -24.424713 -0.580412 0.6 1.5 0.4 0.000
Br -31.995412 -23.143205 -1.808634 -0.7 -0.1 -0.1 0.000
H -29.596591 -22.851102 -0.565931 -0.4 -0.1 -0.9 0.000
H -29.188453 -24.138075 0.401328 -0.4 -0.8 0.0 0.000
H -31.566916 -24.284795 0.435323 -0.6 0.0 -0.2 0.000
H -31.446485 -25.413451 -0.965479 0.6 0.1 0.2 0.000
C -28.562267 -16.659246 -8.596178 -1.6 3.5 0.0 0.000
C -29.743061 -17.298535 -9.205464 -1.1 -1.2 0.4 0.000
O -29.347896 -18.685964 -9.206201 1.5 -0.7 -0.2 0.000
C -28.062453 -18.806941 -8.678506 -0.2 -1.6 1.4 0.000
O -27.519425 -19.873023 -8.363452 -1.6 3.2 -1.4 0.000
O -27.590594 -17.554068 -8.367364 1.7 -3.9 -0.3 0.000
H -28.943292 -16.309461 -7.636716 0.7 1.0 0.0 0.000
H -28.260834 -15.921106 -9.339403 0.6 0.6 0.9 0.000
H -30.000697 -16.835205 -10.157853 0.0 -0.9 -0.3 0.000
H -30.594776 -17.216844 -8.530187 -0.2 -0.2 -0.4 0.000
C -35.037385 -27.016468 -6.955531 -0.7 0.3 -0.1 0.000
C -36.336113 -26.160572 -6.817033 0.1 -2.2 -2.3 0.000
O -35.872594 -24.833854 -6.730021 -0.7 0.5 1.2 0.000
C -34.552928 -24.787706 -6.666602 1.8 1.7 -0.2 0.000
O -33.901215 -23.756942 -6.449428 -1.4 -3.0 -0.6 0.000
O -34.029137 -26.006399 -6.985054 0.6 0.8 0.8 0.000
H -35.005099 -27.551908 -7.904399 -0.1 0.1 0.0 0.000
H -34.887377 -27.748389 -6.161875 0.3 0.4 0.3 0.000
H -37.076736 -26.574489 -6.132748 0.4 0.9 0.9 0.000
H -36.828993 -26.284733 -7.781270 -0.2 0.5 -0.1 0.000


Here are the calculated strongest force on any atom numbers, same order: 2.13; 4.28 (eV/A).
Here are the calculated molecular weight numbers, same order: 507.34; 1346.04 (g mol⁻¹).
Here are the calculated electronic energy numbers, same order: -86016.47252; -373385.65127 (eV).